(1)
{"formula": "C11H15F6N3O11S2V", "method": "wB97M-V/def2-TZVPD", "elements": ["V", "O", "C", "C", "N", "C", "C", "O", "O", "C", "C", "O", "O", "H", "H", "H", "H", "H", "H", "H", "H", "H", "N", "C", "C", "C", "O", "O", "H", "H", "H", "H", "H", "H", "F", "C", "F", "F", "S", "O", "O", "N", "S", "O", "O", "C", "F", "F", "F"], "xyz": [[0.5043, -0.2668, 0.4382], [0.5456, -0.5029, -2.4316], [0.5443, 0.6721, -3.2211], [1.6009, 1.6718, -2.7599], [1.4910, 1.9840, -1.3461], [0.4351, 2.8614, -0.9211], [-0.1718, 2.3955, 0.4170], [-1.0869, 2.9579, 0.9398], [0.4570, 1.3270, 0.9175], [2.7377, 2.0836, -0.6242], [3.2358, 0.7251, -0.0646], [4.3768, 0.6204, 0.3288], [2.3619, -0.2434, -0.0379], [1.4121, -0.9200, -2.4834], [-0.4538, 1.0951, -3.1281], [0.7248, 0.4337, -4.2743], [1.5321, 2.5709, -3.3886], [2.5871, 1.2284, -2.9169], [-0.3794, 2.8554, -1.6436], [0.7576, 3.9000, -0.7739], [2.6202, 2.7322, 0.2460], [3.5486, 2.4988, -1.2286], [1.2942, -0.8419, 2.3084], [2.0809, -2.0990, 2.3084], [1.2818, -3.2775, 1.7485], [0.9281, -3.0789, 0.2755], [1.0983, -3.9001, -0.5715], [0.4602, -1.8469, 0.0709], [1.8378, -0.0847, 2.7080], [0.4373, -0.9463, 2.8488], [2.3988, -2.3317, 3.3260], [2.9678, -1.9279, 1.6996], [0.3415, -3.4055, 2.2926], [1.8557, -4.1968, 1.8253], [-3.8064, 2.0884, 0.0919], [-3.7057, 1.5658, -1.1205], [-4.9172, 1.3879, -1.6280], [-3.0220, 2.4018, -1.9109], [-2.7601, -0.0350, -1.0782], [-1.3934, 0.4098, -0.8425], [-3.0385, -0.6698, -2.3182], [-3.3826, -0.7375, 0.1928], [-2.3889, -1.3673, 1.2161], [-1.3818, -0.4415, 1.7445], [-1.9015, -2.6735, 0.8994], [-3.4899, -1.6173, 2.6866], [-4.5760, -2.3062, 2.3872], [-3.8333, -0.4481, 3.2148], [-2.7662, -2.3005, 3.5807]], "forces_ev_per_angstrom": [[1.1991, 1.2014, -0.3274], [0.0208, -0.0461, 0.1332], [0.2457, 0.0584, 0.0677], [-0.2088, -0.0015, 0.0654], [-0.0669, -0.1148, -0.0193], [0.1809, -0.3107, 0.2730], [-0.5073, 1.7679, -0.6733], [0.3338, -0.3603, 0.1470], [-0.3718, 3.9078, 1.9025], [-0.0088, -0.4369, 0.0663], [0.2151, 0.8660, -0.0984], [-0.2289, -0.1178, -0.0571], [-0.1622, -0.3961, -0.1014], [0.0692, -0.0619, -0.0512], [-0.0673, -0.0356, -0.0354], [-0.0902, 0.0348, -0.0073], [0.1004, -0.0033, -0.0474], [0.0207, 0.0474, -0.0432], [-0.0288, 0.0354, 0.0110], [-0.0708, 0.0430, -0.0230], [0.0204, 0.0678, -0.0363], [0.0289, 0.0270, 0.0334], [-0.4316, -0.1695, -0.2100], [0.0666, -0.2071, -0.0313], [-0.1791, 0.3459, -0.3041], [0.7528, -1.6516, 0.8157], [-0.2629, 0.5033, -0.1252], [-0.6494, -4.6437, -1.6390], [0.0286, 0.0748, -0.0348], [0.0994, 0.0275, 0.2301], [-0.0108, 0.0346, -0.0053], [0.0007, 0.0756, 0.0371], [-0.0015, -0.0118, 0.0139], [0.0234, 0.0038, 0.0310], [0.0241, -0.0046, -0.1167], [0.1412, -0.1011, 0.1261], [0.0531, -0.0579, 0.0354], [-0.0844, 0.0004, 0.0412], [-0.4545, 0.5087, -0.2534], [0.3981, -0.1090, 0.1817], [-0.0293, -0.1097, 0.0418], [0.3426, -0.0352, -0.1594], [-0.9163, -0.7453, 0.7886], [0.5237, 0.0268, -0.3632], [-0.1539, -0.1809, -0.0891], [0.1382, 0.2890, -0.0262], [0.0586, -0.0119, -0.0984], [-0.0285, -0.0751, -0.0419], [-0.0723, 0.0517, -0.0233]], "nbo_charge": [1.6252, -0.6977, -0.0686, -0.2301, -0.4649, -0.3250, 0.8085, -0.5266, -0.6641, -0.3321, 0.7856, -0.6058, -0.7298, 0.4775, 0.1887, 0.1781, 0.1881, 0.2008, 0.2477, 0.2133, 0.2250, 0.2207, -0.7536, -0.2232, -0.5291, 0.8217, -0.4984, -0.5995, 0.4133, 0.4104, 0.2108, 0.2413, 0.2451, 0.2556, -0.2925, 0.7406, -0.2974, -0.3152, 2.2582, -0.9725, -0.8736, -1.1839, 2.2382, -0.9479, -0.9112, 0.7510, -0.2906, -0.2987, -0.3132], "e_tot_ev": -102306.9250, "lumo_ev": [-1.8, -1.2], "e_homo_ev": [-9.16, -9.18], "multiplicity": 2, "molar_mass_g_mol": 594.32, "homo_lumo_gap_ha": [0.271, 0.294]}

***

(2)
{"formula": "C11H15FIN", "method": "wB97M-V/def2-TZVPD", "elements": ["C", "C", "C", "C", "C", "C", "C", "C", "C", "C", "C", "N", "F", "I", "H", "H", "H", "H", "H", "H", "H", "H", "H", "H", "H", "H", "H", "H", "H"], "xyz": [[-0.4592, 2.3335, 0.4375], [-1.5011, 1.4762, 0.1436], [0.8131, 1.8870, 0.6717], [0.0848, -0.4266, 0.3361], [-1.2362, 0.0964, 0.1896], [1.0587, 0.5266, 0.6199], [-3.6634, -0.6814, 0.8060], [-1.9748, -2.3304, 0.2309], [3.9229, 0.8644, -1.4384], [-2.3460, -0.8667, -0.0811], [3.4560, -0.4438, -1.0061], [2.3115, 0.0109, 0.8970], [4.3281, -1.2830, -0.4774], [2.0396, -1.5298, -2.1300], [-0.7001, 3.3637, 0.5729], [-2.4553, 1.8504, -0.0953], [1.4836, 2.6605, 0.7474], [0.2717, -1.4351, 0.5116], [-4.1464, 0.3029, 0.5722], [-3.5678, -0.6315, 1.9163], [-4.3959, -1.4593, 0.4011], [-2.6542, -3.0674, -0.3988], [-2.1106, -2.5012, 1.2510], [-0.9333, -2.4732, -0.1083], [4.2965, 1.5103, -0.7252], [4.7325, 0.9152, -2.1331], [3.0668, 1.4065, -1.8336], [-2.6005, -0.7223, -1.2114], [2.8788, 0.6471, 1.3339]], "forces_ev_per_angstrom": [[-0.9553, 0.0314, 0.1273], [1.6129, -1.4851, 0.5372], [-2.1527, -0.6496, -0.7839], [-2.4217, 3.6841, 0.7279], [0.6262, -0.6481, -0.6581], [1.9800, -0.8944, 0.0329], [-0.8568, 1.2126, -1.9048], [-0.2856, -0.5600, -4.1266], [-1.0367, 0.4954, -1.4868], [-1.9704, -0.7669, -0.0152], [-2.0285, -0.5144, 2.7967], [-0.3036, -3.1176, -3.1140], [0.4513, 0.2458, -0.0332], [0.3878, 0.4669, 0.0333], [0.0945, 0.7706, -0.2672], [-1.1042, 0.2621, -0.0488], [2.2495, 1.0933, 0.6632], [0.5393, -1.1374, 0.0646], [0.3055, -0.6722, 0.0346], [0.3915, -0.7199, -0.8945], [0.8710, 0.8730, 1.1188], [1.2939, 1.4533, 1.4201], [0.0653, -0.5379, 1.6330], [-0.7463, -0.6883, 0.3087], [0.6047, 0.8208, 2.4785], [0.3985, -0.7471, -1.1620], [-0.0460, -0.0826, -0.3206], [0.0756, -0.4371, 1.9211], [1.9604, 2.2494, 0.9175]], "nbo_charge": [-0.1718, -0.2403, -0.3073, -0.2786, 0.0114, 0.2182, -0.6181, -0.5970, -0.7597, -0.2408, 0.4154, -0.6732, -0.3325, 0.2012, 0.2018, 0.2098, 0.2084, 0.2248, 0.2017, 0.2196, 0.2126, 0.2072, 0.2077, 0.2028, 0.2449, 0.2408, 0.2520, 0.2116, 0.3273], "e_tot_ev": -23954.6307, "lumo_ev": [-0.4, -0.3], "e_homo_ev": [-7.62, -7.63], "molar_mass_g_mol": 307.15, "homo_lumo_gap_ha": [0.267, 0.268]}

***

(3)
{"formula": "C11H15FN3", "method": "wB97M-V/def2-TZVPD", "elements": ["C", "C", "C", "C", "C", "C", "C", "C", "C", "C", "C", "N", "N", "N", "F", "H", "H", "H", "H", "H", "H", "H", "H", "H", "H", "H", "H", "H", "H", "H"], "xyz": [[4.8206, -0.6454, -0.1573], [3.8579, -1.5649, -0.5756], [4.4350, 0.7529, 0.1587], [2.5234, -1.1180, -0.6168], [3.1259, 1.1111, 0.0673], [2.1677, 0.1683, -0.2814], [-2.8271, 0.1665, -0.4851], [-0.0445, 0.6752, 0.9635], [-0.4509, -0.2867, -0.1658], [0.7725, 0.5889, -0.3392], [-4.2922, -0.6780, 1.3007], [-3.8278, 0.7621, -1.1537], [-3.0381, -0.5778, 0.5642], [-1.6048, 0.1789, -0.9123], [0.5665, 1.6572, -1.1486], [5.9481, -0.9198, -0.2043], [3.9980, -2.5672, -0.6490], [5.2791, 1.5737, 0.3312], [1.8327, -1.7043, -1.1049], [2.9391, 2.1055, 0.4915], [-0.6305, 1.4754, 1.0870], [0.4610, 0.3811, 1.8318], [-0.3494, -1.3346, 0.0238], [-4.4717, 0.0901, 1.9583], [-5.0423, -0.9438, 0.5990], [-4.2907, -1.5595, 1.9655], [-4.8830, 0.5817, -1.0210], [-3.5701, 1.3502, -1.9669], [-2.0770, -0.7314, 1.0175], [-1.3273, 1.0126, -1.5780]], "forces_ev_per_angstrom": [[3.2835, -1.4765, -0.4774], [-2.9886, 3.4452, 1.2732], [1.6063, 2.3077, -0.1144], [4.4216, -4.1112, -0.8673], [1.2876, 1.2028, 1.3999], [-1.8936, 3.9270, 0.6692], [-2.6271, -0.4973, -0.1516], [2.0486, -2.3011, -2.0302], [0.1458, 1.1520, 0.5532], [-0.7640, -0.1385, 2.0324], [1.2142, -2.9746, -0.3248], [-1.5884, 0.7677, -0.9238], [1.8581, -0.6755, 2.4976], [3.6283, 3.0448, -3.3995], [-0.4310, 0.9008, -0.9760], [-2.2330, 0.5182, 0.2221], [0.9422, -2.6824, -0.8239], [-2.0622, -2.0745, -0.1548], [-1.5132, -1.5223, -0.7595], [-0.6313, -0.2863, -0.7458], [-2.1959, 3.0342, 0.2581], [0.5115, -0.8640, 1.0292], [0.0034, -0.5813, -0.4097], [-0.6398, 2.3482, 0.9217], [-1.0571, 0.3707, -0.5010], [0.5097, 0.1327, -0.4386], [2.8247, 0.3448, 0.0041], [-0.4797, -0.7870, 0.8642], [-2.4590, -0.1565, -0.1340], [-0.7217, -2.3676, 1.5073]], "nbo_charge": [-0.1550, -0.2091, -0.1293, -0.2136, -0.2428, -0.0565, 0.6652, -0.4559, -0.1331, 0.3550, -0.4256, -0.7938, -0.5529, -0.5553, -0.3350, 0.2185, 0.2219, 0.2316, 0.1976, 0.2337, 0.2203, 0.2429, 0.2458, 0.2204, 0.2150, 0.2425, 0.4519, 0.4260, 0.4290, 0.4404], "e_tot_ev": -18825.9510, "lumo_ev": [-2.7, -5.5], "e_homo_ev": [-7.85, -12.21], "multiplicity": 3, "molar_mass_g_mol": 208.26, "homo_lumo_gap_ha": [0.190, 0.248], "charge": 1}